{"formula": "C24H16BrIrN8O2", "method": "ωB97M-V/def2-TZVPD", "symbols": ["Ir", "N", "C", "N", "C", "N", "C", "C", "N", "C", "C", "N", "H", "H", "H", "H", "H", "C", "C", "N", "C", "C", "C", "C", "C", "C", "C", "C", "C", "N", "C", "H", "H", "H", "H", "H", "H", "H", "H", "Br", "C", "C", "N", "C", "C", "C", "C", "O", "O", "H", "H", "H"], "xyz": [[-0.199960, 0.115588, 0.296513], [-3.153256, -2.695163, -0.036196], [-1.846674, -2.461915, 0.005170], [-1.697357, -1.161806, 0.207064], [-2.962559, -0.661630, 0.246805], [-3.883986, -1.567460, 0.112971], [-3.046596, 0.774168, 0.381323], [-4.184150, 1.563233, 0.375240], [-4.091707, 2.886468, 0.447840], [-2.878756, 3.422711, 0.504998], [-1.723616, 2.644997, 0.509252], [-1.826215, 1.320882, 0.467905], [-3.624370, -3.579180, -0.172828], [-1.066436, -3.194247, -0.115259], [-5.165137, 1.109568, 0.303704], [-2.814118, 4.502362, 0.550924], [-0.732873, 3.077488, 0.556795], [-0.668826, -0.333265, 4.630454], [-0.956098, -0.212869, 3.265189], [-0.006651, -0.136246, 2.348121], [1.293244, -0.184702, 2.757378], [1.670078, -0.297596, 4.091379], [0.635549, -0.372756, 5.047769], [3.070673, -0.323407, 4.415142], [4.009786, -0.237020, 3.447913], [3.634398, -0.125108, 2.064555], [4.555514, -0.030652, 0.997510], [4.103932, 0.074503, -0.296919], [2.733969, 0.079703, -0.545235], [1.844663, -0.006982, 0.447130], [2.286496, -0.105533, 1.738797], [-1.485161, -0.390300, 5.336440], [-1.981469, -0.174547, 2.920589], [0.879063, -0.461726, 6.099160], [3.357612, -0.413673, 5.454814], [5.062827, -0.251757, 3.697243], [5.618143, -0.042052, 1.208523], [4.791306, 0.151122, -1.127089], [2.335571, 0.157388, -1.548317], [0.268755, -2.135666, -7.527681], [0.004941, -0.839598, -6.195350], [-0.231642, 0.484824, -6.551163], [-0.422021, 1.448241, -5.652123], [-0.386985, 1.121902, -4.365618], [-0.162648, -0.178315, -3.921812], [0.039856, -1.181443, -4.862439], [-0.148339, -0.523442, -2.485329], [-0.075448, -1.673461, -2.074179], [-0.181827, 0.517577, -1.660335], [-0.267770, 0.776539, -7.593529], [-0.544480, 1.924420, -3.656098], [0.220752, -2.200176, -4.547114]], "forces_ev_per_a": [[0.3, 0.4, 0.8], [-0.1, 0.0, 0.0], [0.1, -0.1, 0.0], [-0.3, 0.0, -0.1], [-0.4, 0.1, 0.1], [0.1, -0.2, -0.1], [-0.3, 0.0, 0.0], [0.1, 0.1, 0.1], [0.0, -0.1, 0.0], [-0.1, -0.1, 0.0], [0.0, 0.1, 0.1], [0.1, -0.1, -0.5], [0.0, 0.0, 0.0], [0.0, 0.0, -0.1], [0.0, 0.0, 0.0], [0.0, 0.0, 0.0], [0.0, 0.0, 0.0], [-0.1, 0.0, 0.0], [0.0, 0.0, 0.1], [0.1, 0.0, 0.1], [0.0, 0.0, -0.2], [0.0, 0.0, 0.1], [0.1, 0.0, 0.0], [-0.1, 0.0, 0.0], [0.0, 0.0, -0.1], [0.2, 0.0, 0.1], [0.0, 0.0, 0.1], [0.0, 0.0, 0.0], [0.0, 0.0, 0.0], [0.4, -0.1, -0.3], [-0.1, 0.0, -0.1], [0.0, 0.0, 0.0], [0.0, 0.0, 0.0], [0.0, 0.0, 0.0], [0.0, 0.0, 0.0], [0.0, 0.0, 0.0], [0.0, 0.0, 0.0], [0.0, 0.0, 0.0], [0.0, 0.0, 0.0], [0.0, 0.0, 0.0], [0.0, 0.0, -0.1], [0.0, 0.2, 0.2], [0.0, -0.1, 0.0], [0.0, 0.0, -0.1], [-0.1, 0.2, -0.1], [0.0, -0.1, 0.1], [0.2, 0.1, 0.3], [0.0, 0.1, 0.1], [-0.2, -0.2, -0.4], [0.0, 0.0, 0.0], [0.0, 0.0, 0.0], [0.0, 0.0, 0.0]], "nbo_charge": [1.2489, -0.2982, 0.2720, -0.4075, 0.2773, -0.1735, 0.1040, 0.0759, -0.2932, 0.0434, 0.0318, -0.3287, 0.4603, 0.2772, 0.2491, 0.2460, 0.2428, -0.2350, 0.0997, -0.4601, 0.2147, -0.0808, -0.0678, -0.1573, -0.1417, -0.0750, -0.0400, -0.2449, 0.1581, -0.5498, 0.1616, 0.2617, 0.2135, 0.2541, 0.2521, 0.2509, 0.2552, 0.2673, 0.2472, 0.1263, -0.1455, 0.0565, -0.3867, 0.0745, -0.2460, -0.1383, 0.7865, -0.6764, -0.7407, 0.2242, 0.2041, 0.2503], "charge": 2, "e_above_lowest_kj_mol": 199.85, "lumo_ev": -7.83}